(1)
14
Properties=species:S:1:pos:R:3 method="wB97M-V/def2-TZVPD"
C 1.5216 1.2852 0.2898
C -0.0782 -1.3587 0.0066
C -1.1547 -0.3943 -0.3173
C -2.4072 -0.6076 0.0875
H 2.1240 2.1524 -0.0891
H 1.9924 0.9304 1.2380
H 0.5290 1.6601 0.5702
H 2.3740 0.1037 -1.1486
H -0.2768 -2.2480 0.6195
H -0.8518 0.5497 -0.8347
H -2.6578 -1.5098 0.6407
N 1.4707 0.1745 -0.6925
N 1.1815 -1.1086 -0.1606
Cl -3.7666 0.3709 -0.2093


(2)
14
Properties=species:S:1:pos:R:3 method="wB97M-V/def2-TZVPD" smiles="C=NN1CC(Cl)C1"
C 1.6070 0.1020 0.3970
C 0.7203 1.3016 -0.1029
C 0.4207 -0.8152 0.2240
C -2.3969 -0.5129 -0.3876
H 1.9417 0.2590 1.4305
H 0.3659 1.9390 0.7639
H 1.0373 1.8962 -0.9558
H 0.0698 -1.1238 1.1705
H 0.5740 -1.7447 -0.4186
H -3.4458 -0.3209 -0.2123
H -2.0865 -1.5563 -0.6045
N -0.2899 0.2920 -0.4589
N -1.5817 0.4988 -0.3470
Cl 3.0641 -0.2148 -0.4982


(3)
15
Properties=species:S:1:pos:R:3 method="wB97M-V/def2-TZVPD" smiles="C[C@@]1(CCl)C=NON1"
C 0.5178 -1.1002 -0.9056
C 0.0930 -0.0068 0.0994
C -0.3186 1.2841 -0.6570
C -1.2029 -0.5538 0.9718
N 1.7204 -1.4768 -0.7394
N 1.2883 0.1263 0.9685
O 2.2249 -0.7628 0.2984
Cl -2.4773 -0.8670 -0.1206
H -0.1134 -1.4514 -1.5822
H 0.4832 1.6293 -1.3398
H -0.4108 2.1340 0.0565
H -1.2728 1.0853 -1.1854
H -1.4610 0.3831 1.5504
H -0.7928 -1.4512 1.4999
H 1.7220 1.0280 1.0850


(4)
15
Properties=species:S:1:pos:R:3 method="wB97M-V/def2-TZVPD" smiles="C[C@@H]1[C@@H](Cl)C(=S)N1N"
C 0.6360 1.4297 -0.8099
C 0.6508 0.3397 0.1082
C 0.8834 -1.0639 -0.3450
C -0.5808 -1.3620 -0.0794
H 1.6531 2.0612 -0.7036
H -0.2484 2.2292 -0.5570
H 0.7335 0.9818 -1.8841
H 1.3712 0.7658 0.8735
H 1.2879 -1.2339 -1.2850
H -2.4683 0.7021 0.4999
H -1.9226 -0.4551 2.0946
N -0.7100 -0.2184 0.6300
N -1.7856 0.3470 1.2758
S -1.6450 -2.5115 -0.3997
Cl 2.1449 -2.0115 0.5816


Computed values of ΔE to the lowest compared entry with this formula, charge and spin (unit: kcal/mol) for the preceding records, in sequence: 64.2; 69.6; 90.1; 79.0.
Computed values of E (unit: a.u.) for the preceding records, in sequence: -726.238167; -726.229637; -801.419304; -1124.377206.
Computed values of HOMO-LUMO gap (unit: eV) for the preceding records, in sequence: 8.962; 9.460; 9.558; 9.071.